Entry 1:
{"formula": "CHN3O4", "method": "ωB97M-V/def2-TZVPD", "elements": ["O", "N", "N", "O", "H", "C", "O", "O", "N"], "coordinates": [[-2.02852, -1.61972, -0.50660], [2.19029, 1.02220, -0.13607], [3.04992, -1.16549, 0.19844], [3.12737, -2.26059, -0.28707], [-0.67403, -0.69455, -1.71059], [2.44466, -0.12493, -0.24873], [-0.20579, -0.58856, -0.89410], [1.95390, 2.18012, -0.20832], [-1.12062, -1.13336, 0.05115]], "orbital_gap_ev": [7.6, 7.6], "smiles": "O=NC#[N+][O-].O=NO", "e_homo_ha": [-0.340, -0.340]}

=====

Entry 2:
{"formula": "C55H31Cl2N9O4Sr", "method": "ωB97M-V/def2-TZVPD", "elements": ["H", "H", "H", "H", "H", "H", "C", "H", "H", "C", "Sr", "Cl", "C", "C", "C", "C", "H", "C", "H", "H", "C", "H", "C", "C", "C", "N", "C", "N", "C", "C", "H", "H", "C", "H", "N", "C", "C", "C", "C", "H", "C", "O", "C", "Cl", "H", "C", "C", "H", "C", "C", "C", "C", "C", "C", "C", "C", "O", "C", "H", "C", "C", "C", "O", "C", "C", "C", "C", "N", "O", "C", "H", "H", "C", "C", "C", "N", "C", "N", "H", "H", "H", "N", "C", "C", "H", "C", "C", "N", "N", "C", "C", "H", "C", "H", "C", "H", "H", "C", "H", "C", "H", "C"], "coordinates": [[2.60914, -2.40910, 5.05001], [0.84831, -2.93294, -7.13057], [1.44726, 6.43379, -4.10404], [0.02558, -1.07630, -5.74204], [-2.77007, -3.27167, 4.13518], [-5.21411, 2.12059, -1.84959], [-1.25194, -1.74942, 4.05556], [1.11032, -1.09193, 6.41488], [-0.84232, 0.95005, -4.96175], [2.54614, 2.88014, 3.85004], [0.40752, 0.48286, 0.48546], [3.02391, -1.80370, -2.06344], [3.46292, 4.93780, 2.94798], [0.58596, -4.54740, -4.16645], [3.15983, 3.09819, 5.07946], [-0.15753, -1.15700, 4.67715], [2.24205, 5.65743, -1.86829], [-1.85591, -0.46135, -3.70716], [4.70369, 6.03493, 4.30508], [-5.13120, 0.97447, -5.25185], [-0.59939, 3.81339, -2.18336], [0.75486, -5.51669, -3.70811], [-0.37659, -2.66357, 6.50726], [-1.05616, 4.22774, -3.42317], [4.08936, 5.15310, 4.16593], [-0.51627, -0.03737, 2.69305], [4.70957, -4.17654, 3.09814], [-2.29989, 2.22474, -1.34554], [1.66418, 1.81315, 3.35095], [-1.48320, -0.97233, 2.81946], [-7.42821, 1.12889, -1.24195], [4.88910, -3.74789, -1.47941], [-5.47244, -0.67269, 0.88666], [-0.53320, -0.96040, -1.17748], [-2.59952, -1.09285, 2.08788], [-6.52297, 0.78799, -0.75008], [0.63877, -3.10174, -6.07933], [-4.24835, -0.11812, 0.52732], [0.28715, -0.07139, 3.78017], [-5.23302, -0.79436, -3.50748], [-5.30005, 1.34758, -1.09209], [0.60483, 0.48923, -1.69900], [3.93743, 4.23918, 5.22536], [6.15716, -5.25197, 0.55258], [-0.06487, -3.62748, -2.32879], [0.87526, 5.69979, -3.54720], [4.43712, -3.47110, -0.53453], [-0.62341, 5.51889, -5.07951], [-2.88315, -0.30389, 1.03944], [-0.58507, -1.06588, -3.06645], [-2.97870, 1.05131, -5.22747], [-2.74595, 1.25552, -0.52467], [4.12006, -3.73483, 4.24135], [-1.46198, -3.28198, 5.86425], [0.17022, -2.05270, -5.29802], [4.86884, -4.04444, 0.61439], [1.80029, -1.22122, 0.63484], [0.56939, 4.32283, -1.63444], [-3.14652, -1.68273, -2.51858], [2.69350, 3.78796, 2.80434], [-4.21900, 0.56770, -4.82757], [2.74635, -2.08939, 0.61323], [-0.92416, -1.59090, -1.79384], [-1.91827, -2.82107, 4.63411], [-4.27365, -0.42691, -3.85644], [0.28078, -1.58970, 5.92073], [3.41181, -2.50960, -0.53610], [-2.04226, 0.51782, 0.36576], [1.12935, 0.41704, -3.89862], [-6.60746, -0.21716, 0.23240], [1.22227, -5.17450, -6.12318], [3.03058, 2.38777, 5.88981], [0.84849, -4.35763, -5.51656], [-3.10207, -0.93353, -3.30054], [0.74174, 3.63194, -0.33245], [-0.27346, 2.75649, -0.15484], [1.32527, 5.27382, -2.30283], [1.25082, 0.79127, 4.11714], [4.43405, 4.43439, 6.16849], [-0.04791, -3.03223, 7.47269], [-1.95449, -4.12219, 6.33997], [1.71062, 3.93257, 0.53416], [0.51238, 0.05347, -2.90561], [4.29293, -3.65933, 1.85197], [4.42423, -4.11090, 5.21118], [-0.30324, 5.17971, -4.10176], [0.12030, -3.49096, -3.38503], [1.33595, 2.09156, 2.06278], [2.66494, -2.27853, 3.01443], [-4.16431, 0.87153, -0.44661], [1.88418, 3.26693, 1.69560], [5.49959, -4.91547, 3.12430], [-1.12009, 2.82977, -1.20624], [-2.91785, 1.84369, -5.96634], [3.09233, -2.77208, 4.14759], [-5.52573, -1.43667, 1.65440], [3.56333, 5.63666, 2.12590], [3.24933, -2.69737, 1.85168], [-7.57586, -0.63581, 0.48274], [-0.09146, -2.23400, -3.94194], [-1.96197, 3.80210, -3.84377], [-1.80613, 0.54321, -4.67315]], "orbital_gap_ev": [5.0, 5.0], "charge": -2, "e_homo_ha": [-0.058, -0.058]}

=====

Entry 3:
{"formula": "C4H5NO", "method": "ωB97M-V/def2-TZVPD", "elements": ["C", "H", "N", "C", "H", "H", "H", "O", "C", "H", "C"], "coordinates": [[-0.31735, -0.32727, 1.68793], [1.56428, 0.48115, 0.20343], [0.13181, -1.46498, 1.42252], [-0.55369, -1.01963, -0.67039], [-1.35956, 0.87971, -0.74181], [0.56630, 1.81820, 0.79107], [0.91132, 1.65714, -0.95222], [-0.07167, -1.97225, 0.11687], [-0.57933, 0.28836, -0.26224], [-0.99330, -1.44856, -1.56792], [0.70119, 1.10812, -0.02724]], "orbital_gap_ev": 8.3, "e_homo_ha": -0.332}

=====

Entry 4:
{"formula": "C7H23Cl3GeN5Sn", "method": "ωB97M-V/def2-TZVPD", "elements": ["H", "H", "H", "N", "H", "H", "H", "C", "C", "H", "H", "H", "N", "C", "H", "C", "H", "H", "Cl", "Ge", "H", "Cl", "H", "N", "H", "H", "Sn", "C", "C", "H", "N", "H", "H", "C", "H", "Cl", "H", "H", "H", "N"], "coordinates": [[2.76435, 0.44655, -0.28821], [-2.97629, -0.88809, 1.33540], [-3.17023, 0.76835, -0.67244], [0.21746, 0.49129, 1.53770], [-0.56996, 3.19107, -1.25969], [2.72482, -0.92147, -1.14252], [-2.40808, 1.30842, -2.80906], [1.55214, 1.97081, -2.28240], [-1.70187, -1.98699, 2.49217], [-0.79231, 3.26852, -3.00324], [1.72736, 2.58389, -1.39355], [1.13731, 0.91229, 1.42385], [2.27640, -0.01310, -1.05337], [-2.20429, 2.00652, -1.99504], [-2.50413, -2.44438, 3.07139], [-1.10155, -0.83302, 3.27528], [2.24702, 0.13762, -3.13978], [3.51292, 1.10457, -2.39465], [4.46504, -3.94616, -0.24885], [2.84711, -4.24638, 1.08326], [-2.31698, 1.94283, 0.03640], [2.12979, -6.22260, 1.06706], [-2.60438, -2.31486, 0.67830], [-2.19958, -1.52519, 1.17718], [-1.80681, 0.00800, 3.30055], [-0.98044, -1.15115, 4.31127], [-0.29125, -0.45868, -0.52815], [2.47857, 0.77862, -2.28672], [0.25652, -0.34691, 2.79156], [-2.95351, 2.79637, -2.04764], [-2.28087, 1.25882, -0.71705], [0.71404, 0.25753, 3.57351], [-0.41234, 1.27615, 1.69784], [-0.82234, 2.59596, -2.14249], [0.91381, -1.19284, 2.59298], [1.20285, -2.98488, 0.18613], [-0.94884, -2.75603, 2.31443], [1.74924, 2.59957, -3.15432], [-0.02534, 1.02481, -3.13388], [0.15463, 1.50417, -2.25320]], "orbital_gap_ev": [8.8, 7.1], "multiplicity": 2, "charge": 2, "e_homo_ha": [-0.537, -0.556]}

=====

Entry 5:
{"formula": "C39H44N5O6", "method": "ωB97M-V/def2-TZVPD", "elements": ["C", "C", "C", "C", "C", "H", "H", "H", "H", "H", "C", "C", "O", "O", "C", "H", "H", "H", "H", "H", "C", "C", "H", "C", "H", "H", "C", "H", "H", "O", "C", "C", "H", "O", "H", "H", "C", "C", "H", "C", "H", "C", "H", "C", "H", "C", "H", "C", "C", "C", "C", "H", "H", "C", "H", "C", "C", "H", "C", "H", "H", "H", "N", "H", "H", "H", "H", "C", "H", "C", "H", "H", "C", "C", "H", "C", "N", "C", "H", "N", "N", "C", "C", "H", "H", "N", "H", "C", "H", "H", "C", "C", "O", "O"], "coordinates": [[-2.91635, 7.98350, -1.15131], [-1.17635, 7.90650, 1.16269], [0.04465, -0.39050, 4.26269], [2.32265, 4.23950, 0.31569], [-0.23135, -4.35750, -3.17231], [6.12765, -3.49850, -1.01131], [-0.33835, 7.72150, 1.93469], [0.97265, -4.31250, -0.02031], [-2.90435, 3.38950, -0.91031], [0.96965, -0.73750, 4.73569], [0.24965, -1.13650, -1.10431], [-0.80335, 8.69250, 0.06669], [0.81365, -3.77950, -3.73931], [-4.32335, 6.27650, -0.06231], [0.69665, -4.75350, 0.77969], [1.63165, -8.08050, 3.74569], [6.20465, -3.30250, -3.39931], [0.03465, -2.04850, -1.67631], [-2.20635, 1.93750, 4.04169], [-1.77535, -5.06050, 3.01869], [-1.95335, 3.19550, -0.66231], [-0.00335, -6.13950, 3.13269], [-3.74435, -4.29350, -2.62931], [-0.66535, 0.79250, 4.61369], [0.18065, 1.46750, -0.61131], [-3.33035, -7.24350, -0.93431], [2.95265, 2.03150, 1.15769], [3.27165, -0.11350, -3.26831], [-3.39035, 7.94950, -2.14031], [-1.44535, -3.53250, 0.93569], [-2.38435, 7.16850, 1.06969], [-1.23535, -0.46750, 2.19069], [2.24165, -6.08050, 0.66869], [0.27465, 9.38750, 0.04369], [-2.38235, -3.59250, 1.04069], [0.79665, 9.52250, 0.89869], [-3.29435, 7.13750, -0.06531], [-0.51935, -4.41750, 1.46969], [1.65465, 1.07250, 2.71069], [-0.15635, -0.88050, 2.97069], [-1.42635, 5.21750, -1.16631], [1.47565, -5.94050, 1.36069], [-1.98935, 3.45650, 0.55669], [-1.52535, 8.79250, -1.03531], [-0.15035, -6.67450, 3.87169], [4.78765, -1.81050, -0.77131], [-1.18635, -0.87050, 1.17569], [-1.75035, 1.11250, 3.80169], [4.67065, -1.77450, -3.48231], [5.44665, -2.84550, -1.48331], [5.51465, -2.70350, -2.88831], [4.88865, -1.71650, -4.43331], [2.39365, 5.01950, -0.34931], [-2.08635, -0.43250, -1.44831], [-1.30435, 9.40150, -1.79131], [-0.13135, -5.54050, -2.43431], [-2.76135, -4.61450, -2.72231], [-2.38835, -1.33750, -1.78231], [-2.75835, 0.77150, -1.42531], [0.42165, -1.81650, 2.63769], [-2.61435, 6.59950, 2.06569], [-0.82035, -6.95550, -0.90231], [-0.79035, -0.15350, -1.11931], [-4.67235, 5.87650, -0.87031], [-3.76335, 1.03550, -1.65131], [0.39565, 4.77550, 1.45269], [0.96665, -1.19950, -0.17331], [-1.23535, 4.25650, -1.56631], [-0.61935, 1.26850, 5.48269], [1.23465, 4.11550, 1.29569], [3.66265, 1.36050, 1.04069], [-0.20035, 4.02950, -1.71431], [-0.86535, -5.11850, 2.63369], [1.07465, 3.01550, 2.12769], [1.09665, -0.75650, -1.51531], [-0.64335, 1.12250, -0.92931], [-1.81735, 1.74950, -1.00731], [-2.43235, -5.78850, -2.01631], [-1.40035, 4.09650, -2.62631], [4.02265, -0.93350, -1.42331], [3.11765, 3.12250, 0.39269], [3.96265, -0.85750, -2.75931], [-1.64935, -3.99950, -3.43931], [-1.90835, -2.98350, -3.91731], [0.76365, -5.74450, -2.02431], [-2.05635, 0.62050, 2.61469], [0.14465, 3.01750, 2.68069], [-1.22135, -6.20050, -1.66231], [4.94765, -1.79050, 0.31969], [1.65665, -4.10550, -3.47131], [1.86265, 1.93950, 1.99569], [1.06565, -6.69450, 2.46669], [-3.51935, -6.34250, -1.28631], [1.85265, -7.72450, 2.90669]], "orbital_gap_ev": 7.9, "charge": 1, "e_homo_ha": -0.372}

=====

Entry 6:
{"formula": "CH3Cl2OP", "method": "ωB97M-V/def2-TZVPD", "elements": ["Cl", "O", "H", "C", "P", "H", "H", "Cl"], "coordinates": [[1.64119, -1.16380, 0.23075], [-0.47749, 0.45704, 0.18798], [-0.98780, -0.70320, -1.68991], [0.74487, 0.36943, 0.44798], [-1.28871, -0.98141, -0.39770], [-2.32266, -0.18859, -0.66834], [0.96087, 0.51823, 2.18364], [1.72973, 1.69230, -0.29440]], "orbital_gap_ev": 9.6, "e_homo_ha": -0.345}

=====

Entry 7:
{"formula": "C40H68N6O3SSr", "method": "ωB97M-V/def2-TZVPD", "elements": ["O", "C", "H", "H", "C", "H", "C", "H", "C", "C", "H", "C", "H", "H", "H", "H", "C", "H", "C", "C", "C", "H", "C", "H", "C", "H", "H", "H", "C", "H", "C", "N", "N", "H", "C", "H", "H", "C", "H", "H", "H", "C", "H", "C", "H", "N", "H", "H", "C", "H", "C", "H", "H", "C", "H", "H", "H", "H", "H", "H", "H", "C", "N", "C", "C", "C", "H", "H", "O", "N", "H", "C", "H", "H", "C", "H", "C", "C", "C", "C", "C", "H", "H", "H", "H", "H", "H", "H", "N", "H", "H", "H", "O", "C", "H", "C", "H", "C", "H", "H", "C", "H", "H", "Sr", "H", "H", "H", "H", "H", "H", "C", "C", "H", "H", "H", "S", "C", "C", "H"], "coordinates": [[-1.58304, 1.38651, -0.49052], [4.85848, -1.07836, -1.65263], [-3.18690, 1.71607, -2.12887], [-3.86231, -2.05203, -2.61393], [5.65630, 3.14970, 1.01328], [4.39011, 4.92862, 1.05004], [5.10846, 1.08736, -0.35453], [-4.74128, 2.53746, -2.37737], [4.48419, -2.36113, -0.90085], [0.22392, -3.78880, -0.29096], [-2.48518, 3.18291, 2.90715], [-3.21782, -2.60664, 1.29294], [-3.59952, 1.90313, 0.49342], [-4.12436, 5.51178, -0.29737], [2.02135, 6.16879, 1.09768], [5.73983, 4.95637, 2.18175], [1.23877, 6.89682, 0.87967], [-0.86924, 3.88959, 2.66812], [0.96045, -1.33033, 2.77657], [-0.46403, -1.79710, 3.00637], [-1.41924, 3.05742, 3.11370], [-4.69295, -1.47225, 0.23670], [2.86991, 0.29443, -0.78498], [7.13806, 2.94648, -0.58157], [-2.78083, -1.53259, 2.28497], [0.47064, -4.30468, -2.37825], [2.20387, -1.19864, 1.13880], [3.23196, -1.18596, -3.09803], [-4.10070, 2.83882, 0.25595], [-3.98389, -3.22549, 1.77062], [3.29028, 2.41009, 0.43050], [-0.51568, -2.41543, -2.23789], [1.03034, 1.66994, -0.22174], [1.86303, 4.28680, -0.21936], [-0.02187, 5.23020, -0.49047], [-0.53965, -2.87290, 2.80796], [-1.26032, 3.05916, 4.19090], [2.14753, -5.13844, 0.14421], [-0.73667, -1.65993, 4.06268], [6.86596, -1.05461, -0.76870], [-2.03166, 5.85332, -0.82550], [6.49422, 2.37102, 2.03631], [-2.93246, -1.89933, 3.30880], [-1.38554, 5.00269, -0.67742], [-2.08726, -3.66949, -1.69217], [1.47126, -4.05856, 0.41600], [-2.00896, -3.37604, -3.41879], [6.01570, 4.28506, -0.81054], [2.37379, 1.51141, -0.16524], [7.23237, 3.02713, 2.50278], [-0.44554, 7.72147, -0.74321], [4.72096, -2.01997, -3.59339], [4.92959, -2.36889, 0.09740], [1.96770, -3.17378, 1.52208], [0.04378, 8.69702, -0.74578], [2.10698, 7.72708, -1.58763], [-1.35628, -0.10568, 2.39084], [-3.81315, 5.39860, -2.03261], [-0.28512, -3.00975, 0.27593], [-0.94159, 7.59769, -1.70698], [-1.21452, 7.74352, 0.03151], [-1.95640, 3.73337, -0.70227], [-1.38974, -1.08955, 2.12466], [-1.12135, 2.61443, -0.49004], [0.46310, -3.40014, -1.76008], [-3.67062, 2.68664, -2.21491], [5.86230, 1.95611, 2.82339], [-2.56301, -0.90299, -2.87116], [-0.93956, 1.81319, 2.61937], [-2.90169, -1.32146, -0.85866], [1.59876, -1.64588, 3.61113], [0.59092, 6.63011, -0.48510], [7.31343, 4.40775, 0.38687], [4.86126, -3.23800, -1.43258], [-2.86803, -1.75280, -2.25275], [4.63038, -0.25813, -3.65356], [-3.81636, -2.08548, -0.00668], [6.38506, -1.03445, -1.74811], [-4.19076, 4.85435, -1.16577], [-1.88284, -2.89824, -2.43988], [4.31758, -1.13883, -3.08900], [0.49899, 6.84141, 1.68054], [-4.06390, 3.48568, 1.13518], [-0.16263, -2.01062, -3.09834], [-3.26580, 3.19365, -3.09298], [2.47162, 6.01133, -1.41397], [1.69053, 7.89090, 0.90131], [3.05426, -3.21895, 1.43800], [1.47830, -1.81414, 1.49101], [-2.37885, -3.27846, 1.08734], [6.73208, -0.14702, -2.28055], [2.89379, 3.23346, 1.00281], [2.04624, -0.59242, -1.24695], [1.66648, 6.72762, -1.57684], [-5.15346, 2.63018, 0.04513], [-3.45187, 3.53181, -0.95107], [6.17811, 0.95915, -0.43448], [0.80076, 4.13268, -0.30758], [-0.92817, 1.87380, 1.65602], [-0.40900, -4.67600, -0.21986], [6.58508, 3.73005, -0.06350], [7.03030, 1.54566, 1.56755], [0.98227, -0.23636, 2.76181], [-0.22415, -0.49449, -0.40888], [-5.24862, 4.64851, -1.34036], [6.73623, -1.90822, -2.30004], [-3.07227, -0.32302, -0.79795], [1.44355, -2.92979, -1.83500], [-3.42627, -0.65561, 2.17949], [-4.19523, -2.93423, -0.58301], [0.29685, 2.82558, -0.28677], [4.97996, 4.31381, 1.73295], [1.24332, 6.52916, -2.56250], [3.40525, -2.45716, -0.81045], [4.32146, 3.97355, 2.53445], [3.47054, -5.88735, 0.59820], [4.64354, 2.21295, 0.35874], [4.28930, 0.13779, -0.92282], [1.67649, -3.64918, 2.46336]], "orbital_gap_ev": [6.0, 5.9], "e_homo_ha": [-0.227, -0.245]}

=====

Listing energy above the lowest of the compared OMol25 structures with the same formula, charge and spin for the structures above in their given order: 2.568; 0.000; 5.847; 0.231; 1.708; 5.924; 0.000 eV.